Entry 1:
The following is a quantum chemistry calculation of a single C7H7NO3 molecule in a non-equilibrium geometry, from the OMol25 dataset.

Element x y z (Å)
1 C 1.265963 -0.392949 -0.045594
2 C 1.615729 0.941295 -0.225988
3 C 0.572802 1.923632 -0.193675
4 C -0.850025 1.420576 -0.253131
5 C -1.058003 0.079546 -0.260834
6 C -2.532276 -0.333676 -0.189046
7 C -0.057117 -0.850583 -0.074554
8 H 3.208195 -1.505476 -0.529480
9 H 2.776204 -1.658414 1.081715
10 H 2.560925 1.315018 -0.139916
11 H 0.654002 2.886955 -0.282009
12 H -1.708687 2.367824 -0.409318
13 H -2.770472 0.820061 1.558671
14 H 0.700061 -2.447424 -0.058021
15 N 2.267570 -1.367295 0.119431
16 O -3.321241 0.109340 0.797566
17 O -2.980488 -1.199646 -0.949813
18 O -0.343137 -2.108780 0.053997

Atomic forces in eV per Å
1.34 0.75 -0.23
-4.96 1.59 1.08
-3.14 -7.80 -0.68
2.51 5.08 -0.52
-3.42 0.89 1.06
0.20 -3.40 -1.85
0.57 1.90 -0.40
-3.82 1.21 1.41
-2.47 1.52 -2.35
2.67 0.37 -0.04
1.13 5.28 -0.35
2.37 -3.44 0.64
-2.21 -3.29 -3.80
-2.97 0.08 0.64
5.42 -3.90 0.71
2.28 3.60 3.53
0.74 2.25 1.48
3.75 -2.68 -0.33

Properties
- HOMO energy (eV) = -8.55
- energy above the lowest of the compared OMol25 structures with the same formula, charge and spin (kcal/mol) = 87.9
- Kohn-Sham gap (Eh) = 0.3266
- lowest unoccupied orbital energy (eV) = 0.34

---

Entry 2:
The following is a quantum chemistry calculation of a single C7H7NO3 molecule in a non-equilibrium geometry, from the OMol25 dataset.

Element x y z (Å)
1 C -1.195078 -0.883085 0.928781
2 C 0.143301 -1.347176 0.377569
3 C -1.640758 0.404474 0.890422
4 C -0.740793 1.419459 0.291889
5 C 0.695488 -0.349235 -0.701537
6 C 0.366084 1.053614 -0.390033
7 C 1.247194 2.232563 -0.886044
8 N -0.083047 -2.774185 -0.184708
9 O -1.165378 -2.976142 -0.720216
10 O 1.475998 -0.737173 -1.555323
11 O 0.746059 -3.574227 0.084821
12 H -1.722925 -1.690742 1.564990
13 H 0.880992 -1.339696 1.292192
14 H -2.567768 0.692291 1.347173
15 H -1.069697 2.431332 0.283054
16 H 0.692058 3.124047 -0.759165
17 H 1.932694 2.011494 -1.766905
18 H 2.005577 2.302388 -0.096960

Atomic forces in eV per Å
-1.22 -0.31 1.65
-0.60 1.10 0.49
1.86 -1.50 -0.33
-0.60 -2.29 -0.48
1.33 -1.33 0.82
0.21 2.14 -0.91
1.88 -2.85 0.58
-1.36 1.86 0.82
0.96 0.18 -0.07
-1.10 0.73 0.63
1.24 -1.33 -0.09
0.60 1.50 -1.35
-1.04 -0.44 -1.97
-0.20 0.04 0.14
0.06 0.74 0.28
-0.42 1.03 -0.90
-1.69 0.61 0.56
0.10 0.11 0.12

Properties
- HOMO energy (eV) = -9.29
- energy above the lowest of the compared OMol25 structures with the same formula, charge and spin (kcal/mol) = 121.0
- Kohn-Sham gap (Eh) = 0.3117
- lowest unoccupied orbital energy (eV) = -0.81